[1]
The following is a quantum chemistry calculation of C46H49N6O3S3Se2V as an isolated structure, from the OMol25 dataset.

ORCA input file:
```
! wB97M-V def2-TZVPD RIJCOSX def2/J DEFGRID3
* xyz 3 2
V -2.879 -19.637 2.347
Se 0.797 -19.680 1.691
Se -0.309 -18.826 3.733
C -0.987 -20.603 4.222
C -0.378 -21.377 5.256
C -0.815 -22.668 5.506
C -1.792 -23.218 4.632
C -2.301 -22.438 3.604
N -1.957 -21.130 3.451
C -0.480 -19.295 0.296
C -0.085 -19.301 -1.059
C -0.962 -18.841 -2.037
C -2.133 -18.213 -1.606
C -2.447 -18.207 -0.264
N -1.723 -18.906 0.645
H 0.424 -20.875 5.787
H -0.377 -23.322 6.290
H -2.094 -24.282 4.716
H -3.002 -22.865 2.912
H 0.899 -19.687 -1.346
H -0.755 -19.004 -3.103
H -2.807 -17.723 -2.291
H -3.309 -17.654 0.105
C -3.255 -15.956 8.546
N -2.423 -16.936 7.879
C -1.253 -16.424 7.146
C -2.890 -18.196 7.528
O -2.619 -18.765 6.465
N -3.697 -18.800 8.474
C -3.598 -18.492 9.904
C -4.382 -20.065 8.161
H -3.084 -14.969 8.099
H -3.030 -15.845 9.617
H -4.316 -16.207 8.422
H -0.833 -15.534 7.628
H -1.457 -16.179 6.079
H -0.485 -17.212 7.101
H -2.573 -18.273 10.218
H -3.958 -19.355 10.481
H -4.253 -17.680 10.180
H -4.600 -20.043 7.122
H -5.315 -20.142 8.773
H -3.772 -20.962 8.392
O -4.746 -20.379 3.829
S -6.086 -20.938 3.377
C -7.407 -20.632 4.588
C -7.342 -19.687 5.620
C -8.434 -19.533 6.491
C -9.555 -20.298 6.320
C -9.585 -21.298 5.347
C -8.554 -21.398 4.421
C -6.100 -22.726 3.627
C -5.567 -23.213 4.805
C -5.332 -24.573 4.907
C -5.730 -25.463 3.908
C -6.353 -24.956 2.792
C -6.544 -23.575 2.631
H -6.472 -19.018 5.742
H -8.359 -18.863 7.357
H -10.443 -20.127 6.918
H -10.422 -22.000 5.305
H -8.648 -22.098 3.600
H -5.209 -22.517 5.553
H -4.800 -24.969 5.792
H -5.479 -26.533 4.020
H -6.700 -25.676 2.012
H -6.908 -23.166 1.692
O -3.618 -17.531 2.417
S -3.724 -16.528 3.567
C -3.054 -14.808 3.051
C -2.107 -14.713 1.913
C -2.543 -14.434 0.612
C -1.623 -14.311 -0.423
C -0.277 -14.521 -0.211
C 0.175 -14.742 1.104
C -0.723 -14.671 2.159
C -5.426 -15.846 3.862
C -6.213 -15.520 2.670
C -6.617 -14.198 2.412
C -7.362 -13.873 1.259
C -7.679 -14.850 0.353
C -7.269 -16.181 0.568
C -6.596 -16.521 1.735
H -2.529 -14.536 3.967
H -3.931 -14.161 2.971
H -3.612 -14.352 0.418
H -1.972 -14.171 -1.448
H 0.396 -14.523 -1.071
H 1.209 -15.085 1.254
H -0.371 -14.748 3.178
H -5.222 -14.967 4.504
H -5.920 -16.593 4.480
H -6.316 -13.404 3.112
H -7.694 -12.839 1.065
H -8.147 -14.580 -0.578
H -7.412 -16.917 -0.218
H -6.314 -17.557 1.897
C -9.230 -21.056 -0.689
C -7.818 -20.598 -0.944
C -7.580 -19.553 -1.895
C -6.271 -19.296 -2.181
N -5.256 -19.893 -1.548
C -5.585 -20.685 -0.489
S -4.217 -21.271 0.446
N -6.831 -21.164 -0.250
H -9.921 -20.608 -1.471
H -9.604 -20.765 0.312
H -9.227 -22.141 -0.757
H -8.383 -19.026 -2.380
H -5.947 -18.558 -2.917
*
```

Output
**Maximum force**: 0.04524 hartree/bohr
**Frontier orbital gap (spin up / spin down)**: 0.126 / 0.126 Ha
**E_tot**: -9276.94124 Eh

Mulliken population analysis, charges in e, atoms 1 to 8: atom 1 (V): 0.322, atom 2 (Se): 0.039, atom 3 (Se): 0.205, atom 4 (C): 0.358, atom 5 (C): -0.831, atom 6 (C): -0.475, atom 7 (C): -0.700, atom 8 (C): -0.465

[2]
The following is a quantum chemistry calculation of an isolated ion of composition C7H18OP2 and charge +2, from the OMol25 dataset.

ORCA input file:
```
! wB97M-V def2-TZVPD RIJCOSX def2/J DEFGRID3
* xyz 2 1
C 0.275 0.505 -0.758
C -2.611 1.137 -1.085
C -1.920 -1.442 0.309
C -1.622 1.093 1.722
C 0.361 0.396 -2.067
C 3.008 -0.424 -0.958
C 1.411 -1.201 1.441
O 2.488 1.103 1.267
P -1.414 0.396 0.043
P 1.828 0.124 0.244
H -3.091 0.410 -1.797
H -2.015 1.973 -1.650
H -3.305 1.717 -0.563
H -1.554 -1.919 -0.631
H -2.917 -1.629 0.400
H -1.424 -1.902 1.132
H -0.665 1.578 2.040
H -1.800 0.126 2.292
H -2.418 1.771 1.838
H 3.210 1.618 0.809
H 1.161 0.229 -2.763
H -0.588 0.431 -2.728
H 3.855 -0.823 -0.395
H 3.338 0.171 -1.827
H 2.542 -1.342 -1.375
H 0.550 -1.630 0.936
H 1.159 -0.551 2.342
H 2.160 -1.916 1.782
*
```

Output
**Maximum force**: 0.09525 hartree/bohr
**Frontier orbital gap**: 0.422 Ha
**E_tot**: -1034.82751 Eh
**Energy relative to the best compared isomer or geometry (same formula, charge and spin)**: 0.000 eV

Mulliken population analysis, charges in e, atoms 1 to 8: atom 1 (C): 0.171, atom 2 (C): -1.264, atom 3 (C): -1.444, atom 4 (C): -1.159, atom 5 (C): -0.724, atom 6 (C): -1.304, atom 7 (C): -0.784, atom 8 (O): -0.477

[3]
The following is a quantum chemistry calculation of C31H38BeF6N4OP2 as an isolated structure, from the OMol25 dataset.

ORCA input file:
```
! wB97M-V def2-TZVPD RIJCOSX def2/J DEFGRID3
* xyz 0 1
Be 2.567 3.272 -1.395
C 1.330 -2.480 -4.184
C 1.886 -1.512 -3.445
C 1.720 -0.047 -3.715
C 0.314 0.434 -4.149
C 0.143 0.784 -5.593
C 0.605 0.053 -6.618
C 1.238 -1.297 -6.468
C 0.556 -2.270 -5.441
C 2.917 4.479 -0.136
H 1.440 -3.514 -3.862
H 2.548 -1.764 -2.604
H 2.482 0.284 -4.440
H 1.956 0.470 -2.767
H -0.426 -0.326 -3.855
H 0.133 1.351 -3.561
H -0.435 1.697 -5.765
H 0.551 0.434 -7.646
H 2.294 -1.171 -6.182
H 1.244 -1.797 -7.453
H -0.466 -1.924 -5.233
H 0.456 -3.257 -5.925
H 1.958 4.874 0.222
H 3.570 5.321 -0.393
H 3.386 3.918 0.671
P 1.792 4.734 -2.681
P 4.556 3.295 -2.104
N 0.493 4.412 -3.759
N 1.479 6.572 -2.579
N 5.039 2.473 -3.631
N 6.210 3.393 -1.411
C 3.201 4.888 -3.826
C 4.470 4.940 -2.953
C -0.849 4.463 -3.332
C -1.651 4.684 -4.437
C -0.797 4.762 -5.589
C 0.504 4.581 -5.150
C 0.964 7.246 -1.470
C 0.964 8.617 -1.729
C 1.497 8.803 -3.042
C 1.760 7.537 -3.554
C 4.638 1.174 -3.952
C 4.846 0.950 -5.308
C 5.420 2.148 -5.854
C 5.575 3.040 -4.806
C 7.336 2.812 -2.023
C 8.458 3.576 -1.747
C 8.050 4.618 -0.845
C 6.684 4.479 -0.648
H 3.168 5.770 -4.481
H 3.179 3.990 -4.470
H 5.370 5.197 -3.533
H 4.400 5.696 -2.156
H -1.080 4.355 -2.281
H -2.726 4.801 -4.435
H -1.094 4.946 -6.611
H 1.437 4.582 -5.694
H 0.628 6.690 -0.605
H 0.629 9.405 -1.068
H 1.680 9.737 -3.553
H 2.105 7.268 -4.541
H 4.294 0.513 -3.162
H 4.613 0.038 -5.846
H 5.688 2.344 -6.889
H 6.010 4.033 -4.823
H 7.232 1.924 -2.623
H 9.436 3.431 -2.177
H 8.691 5.385 -0.434
H 6.009 5.055 -0.032
C 2.335 0.124 0.337
C 1.369 1.252 0.042
O 1.730 2.025 -1.056
C -0.049 0.614 -0.320
F -0.758 0.120 0.734
F -0.846 1.496 -0.969
F 0.138 -0.454 -1.165
C 1.193 2.071 1.374
F 0.636 1.358 2.400
F 2.421 2.461 1.839
F 0.451 3.192 1.183
H 2.458 -0.479 -0.575
H 1.920 -0.467 1.168
H 3.305 0.548 0.632
*
```

Output
**Maximum force**: 0.09073 hartree/bohr
**Frontier orbital gap**: 0.287 Ha
**E_tot**: -2794.94953 Eh
**Energy relative to the best compared isomer or geometry (same formula, charge and spin)**: 0.174 eV

Mulliken population analysis, charges in e, atoms 1 to 8: atom 1 (Be): 0.313, atom 2 (C): -0.806, atom 3 (C): -0.720, atom 4 (C): 1.992, atom 5 (C): -0.046, atom 6 (C): -0.741, atom 7 (C): -0.505, atom 8 (C): -0.429

[4]
The following is a quantum chemistry calculation of C29H45BrO20Si2 as an isolated structure, from the OMol25 dataset.

ORCA input file:
```
! wB97M-V def2-TZVPD RIJCOSX def2/J DEFGRID3
* xyz 0 1
C 1.833 1.265 -1.210
C 1.387 0.485 -1.998
C 0.801 -0.618 -2.811
Si -0.015 -1.824 -1.599
C -1.884 -2.063 -1.857
C -2.771 -1.113 -1.047
O -3.864 -1.434 -0.765
Br -2.119 0.655 -0.512
O 0.729 -3.340 -1.752
Si 2.210 -3.347 -0.900
H 2.457 1.705 -0.469
H 1.653 -1.117 -3.294
H 0.135 -0.220 -3.581
H 0.225 -1.351 -0.229
H -2.122 -3.071 -1.497
H -2.148 -2.061 -2.920
H 2.554 -2.011 -0.385
H 3.319 -3.797 -1.759
H 2.027 -4.296 0.207
C -3.755 -2.092 4.069
C -2.281 -1.934 3.786
C -1.977 -1.228 2.491
O -0.711 -1.793 2.131
C -0.645 -3.028 2.695
O 0.185 -3.838 2.437
O -1.653 -3.212 3.583
H -4.263 -1.128 4.055
H -4.221 -2.754 3.337
H -3.904 -2.548 5.048
H -1.788 -1.446 4.630
H -1.900 -0.150 2.610
H -2.697 -1.448 1.699
C 1.623 0.178 8.822
C 0.778 -0.595 7.838
C -0.119 0.266 6.984
O -1.213 -0.616 6.705
C -1.278 -1.512 7.730
O -2.181 -2.258 7.908
O -0.175 -1.428 8.516
H 2.224 0.932 8.315
H 0.997 0.663 9.573
H 2.292 -0.496 9.358
H 1.412 -1.239 7.222
H 0.363 0.585 6.062
H -0.503 1.145 7.508
C 0.954 -7.379 -2.205
C 2.068 -8.385 -2.045
C 1.872 -9.348 -0.902
O 3.219 -9.664 -0.536
C 3.994 -8.607 -0.894
O 5.124 -8.459 -0.568
O 3.297 -7.741 -1.677
H -0.012 -7.872 -2.316
H 0.912 -6.702 -1.349
H 1.128 -6.760 -3.086
H 2.234 -8.916 -2.987
H 1.334 -10.246 -1.198
H 1.371 -8.899 -0.040
C -1.033 7.058 -1.609
C -0.102 5.872 -1.717
C -0.714 4.570 -1.272
O 0.427 3.838 -0.815
C 1.356 4.745 -0.424
O 2.343 4.475 0.181
O 1.008 5.997 -0.813
H -1.954 6.886 -2.161
H -1.270 7.266 -0.577
H -0.550 7.952 -2.008
H 0.299 5.795 -2.732
H -1.209 4.040 -2.085
H -1.415 4.683 -0.440
C -6.196 9.449 -3.095
C -5.710 8.226 -2.354
C -6.489 7.910 -1.102
O -5.508 7.256 -0.290
C -4.292 7.716 -0.678
O -3.279 7.524 -0.090
O -4.387 8.428 -1.831
H -7.254 9.363 -3.342
H -6.039 10.350 -2.500
H -5.634 9.580 -4.020
H -5.679 7.365 -3.028
H -7.335 7.252 -1.289
H -6.840 8.802 -0.576
C 7.121 -1.378 -4.257
C 5.687 -1.125 -3.857
C 4.681 -1.991 -4.578
O 3.520 -1.156 -4.583
C 3.942 0.134 -4.528
O 3.236 1.067 -4.709
O 5.268 0.195 -4.240
H 7.386 -2.427 -4.123
H 7.289 -1.096 -5.298
H 7.796 -0.770 -3.654
H 5.577 -1.211 -2.772
H 4.484 -2.924 -4.054
H 4.958 -2.213 -5.612
*
```

Output
**Maximum force**: 0.03066 hartree/bohr
**Frontier orbital gap**: 0.345 Ha
**E_tot**: -5789.93892 Eh

Mulliken population analysis, charges in e, atoms 1 to 8: atom 1 (C): 0.495, atom 2 (C): -1.166, atom 3 (C): 0.123, atom 4 (Si): -0.262, atom 5 (C): -0.373, atom 6 (C): 0.282, atom 7 (O): -0.505, atom 8 (Br): -0.136

[5]
The following is a quantum chemistry calculation of a 2-piece molecular cluster, C5H13O2 overall, from the OMol25 dataset.

ORCA input file:
```
! wB97M-V def2-TZVPD RIJCOSX def2/J DEFGRID3
* xyz -2 2
C 0.952 1.429 -0.098
O 1.716 0.742 0.799
C -0.547 1.250 0.158
C -1.063 -0.181 0.006
C -2.599 -0.189 0.285
C -0.864 -0.764 -1.391
H 1.184 1.042 -1.147
H 1.101 2.534 -0.133
H -0.783 1.516 1.192
H -1.159 1.908 -0.470
H -0.612 -0.753 0.831
H -2.913 -1.232 0.219
H -3.145 0.373 -0.470
H -2.774 0.216 1.296
H -1.298 -0.123 -2.174
H 0.187 -0.891 -1.632
H -1.306 -1.768 -1.528
H 2.024 -2.479 0.954
H 2.025 -0.968 0.516
O 2.366 -1.873 0.295
*
```

Output
**Maximum force**: 0.03121 hartree/bohr
**Frontier orbital gap (spin up / spin down)**: 0.087 / 0.247 Ha
**E_tot**: -348.63748 Eh
**Energy relative to the best compared isomer or geometry (same formula, charge and spin)**: 0.110 eV

Mulliken population analysis, charges in e, atoms 1 to 8: atom 1 (C): -0.791, atom 2 (O): -0.975, atom 3 (C): -1.099, atom 4 (C): 2.442, atom 5 (C): -4.416, atom 6 (C): -2.785, atom 7 (H): 0.164, atom 8 (H): 0.315

[6]
The following is a quantum chemistry calculation of one molecule with the formula C4H8O2, from the OMol25 dataset.

ORCA input file:
```
! wB97M-V def2-TZVPD RIJCOSX def2/J DEFGRID3
* xyz 0 1
C 2.686 -0.383 -0.182
C 1.353 -0.144 0.525
O 0.569 0.619 -0.388
C -0.732 0.752 0.063
C -1.638 -0.417 -0.197
O -2.838 -0.396 0.088
H 2.519 -0.965 -1.090
H 3.325 -0.939 0.509
H 3.201 0.535 -0.425
H 0.799 -1.064 0.803
H 1.475 0.470 1.417
H -0.837 0.992 1.125
H -1.180 1.595 -0.458
H -1.159 -1.254 -0.732
*
```

Output
**Maximum force**: 0.04914 hartree/bohr
**Frontier orbital gap**: 0.394 Ha
**E_tot**: -307.65019 Eh
**SMILES string**: CCOCC=O
**Energy relative to the best compared isomer or geometry (same formula, charge and spin)**: 1.694 eV

Mulliken population analysis, charges in e, atoms 1 to 8: atom 1 (C): -1.202, atom 2 (C): -0.232, atom 3 (O): -0.340, atom 4 (C): -0.386, atom 5 (C): 0.064, atom 6 (O): -0.505, atom 7 (H): 0.300, atom 8 (H): 0.373

[7]
The following is a quantum chemistry calculation of one molecule with the formula C3H8N4O, from the OMol25 dataset.

ORCA input file:
```
! wB97M-V def2-TZVPD RIJCOSX def2/J DEFGRID3
* xyz 0 1
C -0.817 -0.922 1.842
N -0.582 -0.488 0.426
C -0.095 -1.342 -0.528
O 0.676 -2.319 -0.244
N -1.298 0.695 0.060
C -0.671 1.647 -0.502
N 0.614 1.789 -0.778
N 1.804 0.975 -0.436
H -0.287 -0.090 2.380
H -1.806 -1.314 2.102
H -0.251 -1.888 1.929
H -0.694 -1.187 -1.659
H -1.142 2.589 -0.803
H 1.084 2.308 -1.743
H 1.779 1.093 0.605
H 1.635 -0.057 -0.630
*
```

Output
**Maximum force**: 0.15886 hartree/bohr
**Frontier orbital gap**: 0.344 Ha
**E_tot**: -413.21806 Eh
**SMILES string**: CN(C=O)/N=C\NN
**Energy relative to the best compared isomer or geometry (same formula, charge and spin)**: 5.388 eV

Mulliken population analysis, charges in e, atoms 1 to 8: atom 1 (C): -0.893, atom 2 (N): 0.619, atom 3 (C): 0.060, atom 4 (O): -0.585, atom 5 (N): -0.839, atom 6 (C): 0.050, atom 7 (N): -0.226, atom 8 (N): -0.617

[8]
The following is a quantum chemistry calculation of one molecule with the formula C16H22N2O5S, from the OMol25 dataset.

ORCA input file:
```
! wB97M-V def2-TZVPD RIJCOSX def2/J DEFGRID3
* xyz 0 1
C 4.160 0.810 3.800
C 3.379 -0.190 2.969
O 2.312 0.503 2.316
C 1.417 -0.260 1.681
O 1.521 -1.464 1.599
C 0.332 0.523 1.089
C 0.374 1.805 0.577
C 1.492 2.772 0.437
N -0.876 2.099 0.128
C -1.734 1.058 0.352
C -3.173 1.145 0.006
C -1.006 0.053 0.931
S -1.621 -1.489 1.579
O -1.221 -1.588 2.949
O -3.024 -1.548 1.274
N -0.888 -2.715 0.746
C -1.031 -2.670 -0.692
C 0.220 -2.147 -1.400
C -0.030 -1.866 -2.887
C -0.855 -0.642 -3.085
C -0.540 0.681 -2.969
C -1.723 1.400 -3.270
C -2.668 0.460 -3.542
O -2.151 -0.774 -3.429
H 3.506 1.275 4.533
H 4.577 1.587 3.164
H 4.969 0.302 4.316
H 2.951 -0.982 3.593
H 4.013 -0.660 2.208
H 2.424 2.303 0.734
H 1.327 3.638 1.077
H 1.575 3.120 -0.593
H -1.138 2.968 -0.310
H -3.305 1.255 -1.071
H -3.666 0.237 0.340
H -3.630 2.003 0.498
H 0.064 -2.822 1.070
H -1.894 -2.031 -0.897
H -1.263 -3.679 -1.051
H 1.015 -2.887 -1.297
H 0.554 -1.229 -0.915
H 0.930 -1.730 -3.390
H -0.544 -2.715 -3.341
H 0.416 1.089 -2.712
H -1.847 2.464 -3.294
H -3.700 0.538 -3.822
*
```

Output
**Maximum force**: 0.01940 hartree/bohr
**Frontier orbital gap**: 0.331 Ha
**E_tot**: -1506.79361 Eh
**SMILES string**: CCOC(=O)c1c(C)[nH]c(C)c1S(=O)(=O)NCCCc1ccco1
**Energy relative to the best compared isomer or geometry (same formula, charge and spin)**: 1.188 eV

Mulliken population analysis, charges in e, atoms 1 to 8: atom 1 (C): -1.225, atom 2 (C): -0.251, atom 3 (O): -0.252, atom 4 (C): 0.228, atom 5 (O): -0.659, atom 6 (C): 0.491, atom 7 (C): -0.286, atom 8 (C): -1.528

[9]
The following is a quantum chemistry calculation of one molecule with the formula C7H7BrOS, from the OMol25 dataset.

ORCA input file:
```
! wB97M-V def2-TZVPD RIJCOSX def2/J DEFGRID3
* xyz 0 1
Br -2.465 -0.877 -0.334
C -3.010 0.988 0.053
O -1.969 1.729 0.915
S -0.669 2.208 0.040
C 0.428 0.760 0.043
C 0.572 0.008 1.168
C 1.460 -1.173 1.141
C 2.117 -1.545 -0.148
C 1.865 -0.756 -1.214
C 1.016 0.366 -1.180
H -3.865 0.804 0.836
H -3.045 1.461 -0.912
H 0.153 0.444 2.041
H 1.608 -1.740 2.150
H 2.706 -2.434 -0.270
H 2.197 -1.092 -2.240
H 0.899 0.851 -2.090
*
```

Output
**Maximum force**: 0.08996 hartree/bohr
**Frontier orbital gap**: 0.339 Ha
**E_tot**: -3318.29846 Eh
**SMILES string**: BrCOSc1ccccc1
**Energy relative to the best compared isomer or geometry (same formula, charge and spin)**: 0.439 eV

Mulliken population analysis, charges in e, atoms 1 to 8: atom 1 (Br): -0.115, atom 2 (C): -0.375, atom 3 (O): -0.293, atom 4 (S): 0.004, atom 5 (C): 0.190, atom 6 (C): -0.260, atom 7 (C): -0.458, atom 8 (C): -0.453

Calculated molar mass (g/mol), listed in the same order as above: 1039.0, 180.2, 667.6, 849.7, 105.2, 88.1, 116.1, 354.4, 219.1